# 1
{"formula": "C51H67O4SiTi", "method": "ωB97M-V/def2-TZVPD", "multiplicity": 3, "charge": -1, "lumo_ev": [2.31, 2.31], "fmax_ev_per_a": 1.47, "s_squared": 2.011, "orbital_gap_ev": [3.7, 7.0], "species": ["Ti", "C", "O", "C", "C", "C", "C", "C", "C", "C", "C", "C", "C", "C", "C", "C", "C", "C", "C", "C", "C", "C", "C", "C", "C", "C", "C", "C", "C", "C", "C", "C", "C", "O", "C", "C", "C", "C", "C", "O", "C", "C", "C", "C", "C", "C", "O", "C", "C", "C", "C", "H", "H", "H", "H", "H", "H", "H", "H", "H", "H", "H", "H", "H", "H", "H", "H", "H", "H", "H", "H", "H", "H", "H", "H", "H", "H", "H", "H", "H", "H", "H", "H", "H", "H", "H", "H", "H", "H", "H", "H", "H", "H", "H", "H", "H", "H", "H", "H", "H", "H", "H", "H", "H", "H", "H", "H", "H", "H", "C", "Si", "C", "C", "C", "C", "H", "H", "H", "H", "H", "H", "H", "H", "H"], "coordinates": [[0.0808, -0.0082, -2.5849], [-2.8877, -0.3853, -3.6878], [-2.0470, -0.1233, -2.5558], [-2.6446, 0.3159, -1.3857], [-2.8694, -0.5985, -0.3703], [-2.5012, -2.0705, -0.4782], [-1.2315, -2.5387, 0.2154], [-1.2253, -3.6318, 1.0698], [-0.0432, -4.2019, 1.5543], [1.1568, -3.6462, 1.1147], [1.1977, -2.5491, 0.2584], [2.4942, -2.0897, -0.3888], [2.8648, -0.6217, -0.2509], [3.4017, -0.1511, 0.9415], [3.7721, 1.1760, 1.1243], [3.5734, 2.0582, 0.0732], [3.0155, 1.6444, -1.1414], [2.6249, 2.6800, -2.1930], [1.2747, 3.3097, -1.8774], [1.2326, 4.3597, -0.9633], [0.0440, 4.9175, -0.5115], [-1.1280, 4.3591, -1.0152], [-1.1413, 3.3133, -1.9230], [-2.4765, 2.6905, -2.3036], [-2.9331, 1.6675, -1.2683], [-3.5577, 2.0853, -0.0958], [-3.8386, 1.2092, 0.9463], [-3.4786, -0.1199, 0.7939], [-4.5053, 1.7439, 2.2194], [-4.7627, 0.6412, 3.2446], [-5.8471, 2.3950, 1.8660], [-3.5884, 2.7947, 2.8591], [0.0806, 2.7782, -2.4055], [0.0923, 1.8067, -3.2992], [-0.0201, 6.0635, 0.4997], [-0.8250, 5.6178, 1.7287], [1.3692, 6.4892, 0.9721], [-0.7077, 7.2819, -0.1302], [2.7158, 0.3059, -1.2797], [2.1843, -0.1258, -2.4851], [3.0919, -0.4167, -3.5577], [4.3730, 1.6161, 2.4630], [3.3745, 1.3108, 3.5876], [4.6829, 3.1111, 2.4914], [5.6767, 0.8509, 2.7183], [-0.0042, -1.9578, -0.1430], [0.0104, -0.8839, -0.8794], [-0.1058, -5.3937, 2.5135], [-0.9509, -6.5178, 1.8991], [-0.7365, -4.9537, 3.8418], [1.2796, -5.9650, 2.8119], [-3.8951, -0.0281, -3.4775], [-2.4597, 0.1318, -4.5428], [-2.8711, -1.4574, -3.8732], [-3.3327, -2.6554, -0.0768], [-2.4074, -2.3277, -1.5358], [-2.1835, -4.0666, 1.3448], [2.1015, -4.0920, 1.4089], [3.3092, -2.6812, 0.0363], [2.4354, -2.3375, -1.4514], [3.5145, -0.8661, 1.7515], [3.8116, 3.1085, 0.1855], [3.3788, 3.4696, -2.1922], [2.5987, 2.2319, -3.1837], [2.1813, 4.7283, -0.5865], [-2.0896, 4.7393, -0.6759], [-3.2229, 3.4858, -2.3509], [-2.4003, 2.2349, -3.2882], [-3.7922, 3.1408, 0.0060], [-3.6465, -0.8330, 1.5924], [-5.4060, -0.1459, 2.8440], [-3.8350, 0.1765, 3.5859], [-5.2617, 1.0701, 4.1171], [-6.5157, 1.6756, 1.3870], [-6.3337, 2.7674, 2.7720], [-5.7189, 3.2360, 1.1820], [-2.6246, 2.3577, 3.1301], [-3.3922, 3.6235, 2.1762], [-4.0507, 3.2022, 3.7634], [-0.3581, 4.7496, 2.2006], [-0.8801, 6.4270, 2.4644], [-1.8454, 5.3375, 1.4593], [1.8991, 5.6648, 1.4569], [1.9877, 6.8493, 0.1461], [1.2728, 7.3008, 1.6983], [-1.7258, 7.0441, -0.4466], [-0.7592, 8.1060, 0.5892], [-0.1587, 7.6240, -1.0109], [4.0879, -0.0749, -3.2796], [3.0651, -1.4901, -3.7339], [2.7324, 0.1017, -4.4429], [2.4301, 1.8332, 3.4172], [3.1531, 0.2445, 3.6558], [3.7815, 1.6341, 4.5504], [3.7832, 3.7138, 2.3437], [5.1059, 3.3730, 3.4641], [5.4083, 3.3916, 1.7241], [5.5128, -0.2279, 2.7487], [6.4067, 1.0540, 1.9307], [6.1094, 1.1549, 3.6760], [-1.9657, -6.1880, 1.6731], [-0.4995, -6.8644, 0.9662], [-1.0219, -7.3657, 2.5887], [-1.7601, -4.6023, 3.6903], [-0.7609, -5.7833, 4.5567], [-0.1672, -4.1330, 4.2855], [1.7906, -6.2661, 1.8942], [1.9162, -5.2474, 3.3357], [1.1804, -6.8475, 3.4501], [1.6755, -5.4267, -4.9123], [0.1826, -4.7632, -3.9993], [0.2376, -5.4411, -2.2592], [-1.3364, -5.4639, -4.8325], [0.1598, -2.9918, -3.9869], [0.1026, -1.7676, -3.7426], [1.6871, -6.5228, -4.9131], [2.6010, -5.0736, -4.4470], [1.6690, -5.0794, -5.9502], [0.1412, -6.5328, -2.2451], [-0.5629, -5.0081, -1.6492], [1.1807, -5.1678, -1.7734], [-1.3323, -6.5591, -4.8155], [-1.3784, -5.1311, -5.8737], [-2.2458, -5.1160, -4.3335]], "forces_ev_per_angstrom": [[-0.1, -0.7, -1.2], [0.2, 0.0, 0.2], [-0.3, 0.1, 0.0], [-0.1, -0.2, -0.3], [-0.1, -0.1, 0.5], [0.0, 0.1, 0.0], [-0.1, -0.2, 0.2], [-0.1, 0.1, 0.0], [0.0, 0.0, 0.0], [0.0, 0.0, -0.1], [0.2, -0.2, 0.2], [0.0, 0.1, 0.0], [0.1, 0.0, 0.4], [-0.2, -0.3, -0.1], [0.2, 0.2, 0.1], [-0.2, 0.0, -0.2], [0.0, 0.6, 0.3], [0.0, -0.1, 0.1], [0.2, 0.0, 0.2], [0.0, 0.0, 0.0], [0.1, 0.1, 0.0], [-0.1, 0.0, 0.0], [-0.1, 0.0, 0.1], [0.0, -0.1, 0.1], [0.0, 0.4, 0.3], [0.2, 0.1, -0.2], [-0.2, 0.1, 0.2], [0.2, -0.3, -0.1], [0.1, -0.1, -0.1], [0.0, -0.1, 0.1], [-0.1, 0.0, 0.0], [0.0, 0.1, 0.0], [-0.1, 0.0, -0.1], [0.0, 1.1, -0.3], [0.0, -0.1, -0.1], [0.0, 0.0, 0.1], [0.1, 0.0, 0.0], [0.0, 0.0, 0.0], [0.1, -0.4, -0.2], [0.4, 0.1, 0.0], [-0.2, 0.0, 0.2], [-0.1, -0.1, -0.1], [0.0, 0.0, 0.1], [0.0, 0.1, 0.0], [0.1, 0.0, 0.0], [-0.1, 0.4, -0.3], [0.0, -0.4, 0.9], [0.0, 0.1, 0.0], [0.0, -0.1, 0.0], [-0.1, 0.0, 0.0], [0.1, 0.0, 0.0], [0.0, 0.0, 0.0], [0.0, 0.0, -0.1], [-0.1, 0.0, -0.1], [0.0, 0.0, 0.0], [0.0, 0.0, 0.0], [0.0, 0.0, 0.0], [0.0, 0.0, 0.0], [0.0, 0.0, 0.0], [0.0, 0.0, 0.0], [0.0, 0.0, 0.0], [0.0, 0.0, 0.0], [0.1, 0.0, 0.0], [0.0, 0.0, 0.0], [0.0, 0.0, 0.0], [0.0, 0.0, 0.0], [-0.1, 0.0, 0.0], [0.0, 0.0, 0.0], [0.0, 0.0, 0.0], [0.0, 0.0, 0.0], [0.0, 0.0, 0.0], [0.0, 0.0, 0.0], [0.0, 0.0, 0.0], [0.0, 0.0, 0.0], [0.0, 0.0, 0.0], [0.0, 0.0, 0.0], [0.0, 0.0, 0.0], [0.0, 0.0, 0.0], [0.0, 0.0, 0.0], [0.0, 0.0, 0.0], [0.0, 0.0, 0.0], [0.0, 0.0, 0.0], [0.0, 0.0, 0.0], [0.0, 0.0, 0.0], [0.0, 0.0, 0.0], [0.0, 0.0, 0.0], [0.0, 0.0, 0.0], [0.0, 0.0, 0.0], [0.1, 0.0, 0.0], [0.1, 0.0, -0.1], [0.0, 0.0, -0.1], [0.0, 0.0, 0.0], [0.0, 0.0, 0.0], [0.0, 0.0, 0.0], [0.0, 0.0, 0.0], [0.0, 0.0, 0.0], [0.0, 0.0, 0.0], [0.0, 0.0, 0.0], [0.0, 0.0, 0.0], [0.0, 0.0, 0.0], [0.0, 0.0, 0.0], [0.0, 0.0, 0.0], [0.0, 0.0, 0.0], [0.0, 0.0, 0.0], [0.0, 0.0, 0.0], [0.0, 0.0, 0.0], [0.0, 0.0, 0.0], [0.0, 0.0, 0.0], [0.0, 0.0, 0.0], [0.2, -0.1, -0.2], [0.0, -0.3, 0.1], [0.0, -0.1, 0.3], [-0.2, -0.1, -0.2], [-0.1, 1.5, 0.0], [0.1, -1.2, 0.0], [0.0, 0.1, 0.0], [-0.1, 0.0, 0.0], [0.0, 0.0, 0.1], [0.0, 0.0, 0.0], [0.0, -0.1, 0.0], [-0.1, 0.0, 0.0], [0.0, 0.1, 0.0], [0.0, 0.0, 0.0], [0.0, 0.0, 0.0]]}


# 2
{"formula": "C51H69Br2ClF7NO25PS", "method": "ωB97M-V/def2-TZVPD", "multiplicity": 1, "charge": 1, "lumo_ev": -3.97, "fmax_ev_per_a": 6.02, "orbital_gap_ev": 7.2, "species": ["C", "C", "C", "C", "C", "C", "P", "C", "C", "C", "C", "C", "Br", "C", "C", "Br", "N", "C", "C", "C", "C", "C", "C", "C", "C", "C", "C", "O", "C", "O", "C", "C", "C", "C", "C", "C", "S", "O", "O", "Cl", "H", "H", "H", "H", "H", "H", "H", "H", "H", "H", "H", "H", "H", "H", "H", "H", "H", "H", "H", "H", "H", "H", "H", "H", "H", "H", "H", "H", "H", "H", "H", "H", "H", "H", "H", "H", "H", "H", "H", "H", "H", "H", "H", "H", "H", "H", "H", "H", "C", "C", "O", "C", "O", "O", "F", "H", "H", "H", "C", "C", "O", "C", "O", "O", "F", "H", "H", "H", "C", "C", "O", "C", "O", "O", "F", "H", "H", "H", "C", "C", "O", "C", "O", "O", "F", "H", "H", "H", "C", "C", "O", "C", "O", "O", "F", "H", "H", "H", "C", "C", "O", "C", "O", "O", "F", "H", "H", "H", "C", "C", "O", "C", "O", "O", "F", "H", "H", "H"], "coordinates": [[-5.4809, 3.2528, -2.2477], [-5.2893, 3.4700, -1.0545], [-5.1038, 3.4168, 0.4886], [-3.9825, 2.3512, 0.9755], [-2.7061, 3.0031, 1.6364], [-1.3042, 2.8655, 0.9009], [-0.1984, 2.2764, 2.3748], [1.4567, 3.2336, 2.4133], [0.3930, 0.4990, 2.1759], [1.1627, 0.1428, 3.5592], [-0.6918, 4.2449, 0.3121], [-1.0693, 5.7304, 0.5357], [-2.9267, 6.2375, 0.0271], [-0.2977, 6.7778, 0.9874], [-0.8122, 8.2789, 1.1279], [1.5708, 6.4893, 1.4563], [0.2240, 3.9855, -0.5984], [1.0499, 4.8399, -1.4692], [2.6274, 4.5560, -1.2276], [0.3419, 2.4999, -0.7304], [-1.1977, 2.0829, -0.5190], [-1.4605, 0.5106, -0.5387], [-0.2545, -0.4024, -1.0020], [-0.8130, -1.7535, -1.6916], [-0.7443, -3.0209, -0.7374], [-1.1614, -2.7520, 0.7694], [-1.4319, -4.1326, 1.5365], [-0.3260, -4.4020, 2.4604], [-0.4659, -5.6463, 3.0764], [-1.3572, -5.9458, 3.8518], [0.6290, -6.7607, 2.7911], [1.9716, -6.4903, 3.0458], [-2.1325, 2.6378, -1.7066], [-1.4737, 2.6557, -3.1397], [-1.1308, 1.2308, -3.7719], [-1.2287, 1.4165, -5.3704], [0.2067, 2.4200, -6.0175], [0.0431, 3.8608, -5.7450], [0.2626, 2.2411, -7.4832], [2.0235, 1.7624, -5.2749], [-5.7552, 3.3970, -3.3213], [-4.9039, 4.4424, 0.9117], [-6.1072, 3.0980, 0.9271], [-3.8211, 1.6353, 0.1281], [-4.5199, 1.7504, 1.7815], [-2.6243, 2.5777, 2.6897], [-2.9388, 4.1067, 1.8170], [2.2396, 2.6340, 2.9850], [1.2488, 4.1420, 3.0448], [1.8761, 3.4505, 1.3937], [1.2025, 0.3844, 1.3794], [-0.4198, -0.2737, 2.0974], [1.2071, -0.9718, 3.7189], [0.6291, 0.6627, 4.4221], [2.2238, 0.5147, 3.4930], [-1.4557, 8.5918, 0.2534], [-1.2659, 8.4887, 2.1363], [0.1195, 8.9336, 1.0625], [0.9245, 5.9516, -1.2693], [0.8835, 4.7018, -2.5736], [3.0782, 4.2613, -2.2325], [2.8153, 3.6821, -0.5423], [3.1667, 5.4952, -0.8955], [0.7873, 2.3827, -1.7619], [1.1127, 1.9669, -0.0931], [-1.7611, 0.2315, 0.5279], [-2.3549, 0.1880, -1.1577], [0.4396, 0.0468, -1.7659], [0.4042, -0.7803, -0.1613], [-1.8430, -1.6296, -2.1382], [-0.1264, -1.9811, -2.5712], [0.2639, -3.5170, -0.8604], [-1.4962, -3.7714, -1.1460], [-2.0768, -2.1042, 0.8768], [-0.2392, -2.3197, 1.2877], [-1.5610, -5.0002, 0.8260], [-2.3677, -4.0696, 2.1756], [0.3818, -7.7937, 2.4287], [2.2330, -5.7841, 3.8922], [2.8180, -6.9051, 2.4345], [-2.5044, 3.7030, -1.5161], [-3.1035, 2.0537, -1.8073], [-2.2381, 3.1343, -3.8408], [-0.5494, 3.2939, -3.2232], [-0.0178, 1.0611, -3.5878], [-1.7598, 0.3774, -3.3976], [-1.1961, 0.4404, -5.9307], [-2.1432, 2.0202, -5.6721], [2.1595, -7.1806, -2.9557], [2.5314, -5.7494, -3.1995], [1.2806, -5.1150, -3.3574], [0.4024, -5.8421, -2.6099], [-0.6770, -5.4571, -2.2881], [0.9172, -7.0562, -2.2710], [3.2336, -5.6147, -4.3534], [2.0096, -7.7400, -3.8827], [2.8942, -7.7050, -2.3449], [3.0796, -5.2806, -2.3780], [2.8812, -3.1845, -7.9255], [3.0097, -4.5654, -7.3582], [4.1765, -5.0634, -7.9809], [4.9550, -3.9695, -8.2291], [6.1117, -4.0178, -8.4968], [4.2400, -2.8116, -8.1232], [1.9600, -5.3416, -7.7237], [2.3567, -3.1709, -8.8843], [2.3809, -2.4977, -7.2424], [3.1316, -4.5961, -6.2727], [4.0571, -0.4755, -0.3716], [4.9704, -1.4277, -1.0816], [4.1320, -2.5377, -1.3448], [2.8725, -2.0306, -1.4637], [1.9567, -2.6254, -1.9457], [2.7954, -0.7615, -0.9714], [5.9782, -1.8283, -0.2753], [4.0006, -0.6692, 0.7028], [4.3391, 0.5663, -0.5263], [5.3788, -1.0452, -2.0208], [4.6263, 4.6883, -4.9041], [5.8781, 5.4063, -5.3072], [6.5136, 5.6594, -4.0673], [6.1200, 4.6510, -3.2385], [6.6516, 4.3815, -2.2090], [5.0404, 3.9826, -3.7395], [5.5925, 6.5895, -5.8968], [3.8145, 5.3729, -4.6437], [4.2729, 4.0023, -5.6738], [6.5442, 4.8250, -5.9500], [0.2842, -3.2956, 6.0190], [-0.7804, -3.1641, 7.0647], [-0.1902, -2.2972, 8.0163], [0.6714, -1.5088, 7.3096], [1.1410, -0.4959, 7.7210], [0.9216, -2.0205, 6.0721], [-1.0288, -4.3530, 7.6594], [1.0126, -4.0754, 6.2553], [-0.1270, -3.4886, 5.0273], [-1.7161, -2.7295, 6.7030], [-7.6348, -0.4731, -1.8101], [-8.0516, 0.2551, -0.5692], [-7.0949, -0.1676, 0.3856], [-5.9650, -0.4403, -0.3238], [-4.8818, -0.5620, 0.1615], [-6.2207, -0.5483, -1.6552], [-9.2774, -0.1423, -0.1586], [-8.0485, -1.4831, -1.8643], [-7.9027, 0.0649, -2.7192], [-8.0266, 1.3448, -0.6564], [-1.2549, -2.2388, 11.1370], [-1.8341, -1.1671, 12.0094], [-1.8307, -1.7606, 13.2917], [-0.7866, -2.6417, 13.2866], [-0.3130, -3.1235, 14.2644], [-0.3511, -2.8937, 12.0195], [-3.1164, -0.8942, 11.6621], [-2.0073, -2.9532, 10.7922], [-0.7336, -1.8341, 10.2712], [-1.2529, -0.2414, 12.0315]], "forces_ev_per_angstrom": [[-0.3, 1.3, 0.6], [-0.1, -0.9, 0.2], [-0.4, -0.3, -0.7], [-1.4, 0.2, 0.1], [-0.7, 0.5, 0.2], [-0.4, 1.6, -1.4], [1.0, -0.4, 1.1], [0.1, -0.5, 0.1], [1.6, -0.7, 0.6], [-0.3, 0.6, -0.4], [0.1, 0.9, -0.3], [0.3, 0.7, 0.6], [1.5, -0.8, 0.3], [-1.3, -0.2, -0.4], [1.7, -0.1, -0.4], [-1.3, 0.4, -0.2], [-0.6, -0.7, 1.4], [2.1, 1.6, 0.0], [0.0, -0.2, -1.1], [0.0, -0.5, -2.4], [0.6, -1.0, -0.7], [0.5, -0.6, 1.4], [-0.3, -1.5, -0.4], [0.9, -0.1, -0.2], [-1.5, -0.1, -0.5], [1.3, -1.2, 0.3], [-1.1, 0.7, 0.0], [-0.1, -1.6, -0.1], [0.0, -2.3, 1.6], [0.8, 1.3, -1.4], [2.5, 1.5, 0.0], [-1.7, 0.3, 0.0], [-0.2, 1.2, -0.2], [-0.7, -0.4, -0.4], [1.0, 1.5, -1.0], [0.1, -0.8, 1.3], [-1.5, 3.3, -4.8], [0.5, -2.5, 1.5], [0.1, -1.1, 2.8], [-0.7, -0.1, 0.3], [0.5, -0.5, 1.6], [-0.2, -1.1, -0.6], [1.2, 0.4, -0.7], [0.2, 0.7, 1.0], [0.9, 0.7, -1.1], [0.1, 0.5, -1.5], [0.5, -1.4, -0.2], [-1.2, 0.6, -0.7], [0.4, -0.8, -1.0], [-0.3, 0.1, 1.1], [-1.4, -0.1, 0.7], [0.7, 1.1, -0.4], [-0.2, 1.2, -0.1], [0.8, -0.9, -0.9], [-1.1, -0.3, 0.3], [0.5, -0.6, 1.2], [0.2, -0.5, -1.1], [-1.2, -0.9, 0.2], [-0.4, -1.6, 0.0], [-0.5, -0.4, 1.3], [-0.5, 0.3, 1.3], [-0.2, 1.1, -0.5], [-0.7, -1.3, -0.1], [-0.9, -0.3, 0.8], [-1.2, 1.0, -0.1], [0.4, 0.1, -1.4], [1.0, 0.9, 0.7], [-0.9, 0.0, 0.9], [-0.9, 0.9, -0.9], [0.9, 0.0, 0.8], [-1.0, 0.2, 1.1], [-1.2, 0.7, 0.6], [1.0, 1.0, 0.5], [1.1, -0.5, -0.2], [-1.5, -0.2, -0.4], [0.3, 0.9, 0.6], [1.0, 0.0, -0.9], [-0.3, 1.6, -0.4], [-0.2, -0.2, -1.7], [-1.0, -0.5, 1.4], [0.6, -1.3, -0.1], [1.5, 0.6, 0.4], [0.9, -0.4, 1.1], [-1.1, -0.5, 0.2], [-1.6, -0.4, 0.1], [0.7, 0.9, -0.5], [0.1, 1.1, 0.5], [1.4, -0.6, 0.2], [0.3, -0.8, 0.2], [0.1, 0.2, -0.4], [0.0, -0.4, 0.5], [-1.0, 0.0, 0.2], [0.5, -0.5, -0.4], [0.0, 0.7, -0.1], [0.2, 0.1, 0.0], [0.1, 0.2, -0.1], [-0.2, 0.0, 0.1], [0.1, 0.1, -0.2], [-0.4, 0.7, 0.0], [-0.3, -0.5, -0.2], [0.1, 0.7, 0.3], [1.1, 0.0, -0.4], [-0.6, 0.1, 0.1], [0.1, -0.5, 0.1], [-0.1, -0.1, 0.1], [0.0, -0.2, 0.1], [0.2, 0.1, 0.0], [-0.1, -0.1, -0.2], [0.0, 0.8, 0.4], [0.7, -0.4, 0.4], [-0.5, 0.6, -0.2], [-0.8, -0.6, -0.3], [1.0, 0.5, 0.3], [0.2, -0.5, -0.3], [0.1, 0.0, -0.1], [0.2, -0.2, -0.1], [-0.2, -0.1, -0.1], [0.1, -0.1, 0.1], [-0.7, -0.4, -0.4], [0.0, 0.7, -0.2], [-0.3, -0.8, 0.0], [0.6, -0.1, 1.0], [-0.4, 0.1, -0.4], [0.4, 0.2, 0.1], [0.1, 0.0, -0.1], [0.2, 0.2, -0.1], [0.1, -0.1, 0.2], [0.0, 0.2, 0.0], [0.2, -0.4, -0.9], [-0.2, -0.7, 0.4], [0.1, 0.3, -0.8], [0.7, 0.9, 0.3], [-0.2, -0.5, -0.2], [-0.3, 0.1, 0.6], [-0.2, 0.1, 0.1], [-0.2, 0.0, 0.2], [0.1, 0.2, 0.0], [0.0, -0.1, 0.1], [-0.2, -0.1, -0.9], [-0.7, -0.2, 0.3], [0.5, 0.3, -0.6], [0.7, -0.3, 0.2], [-0.4, 0.0, -0.2], [0.1, 0.1, 0.7], [0.0, 0.1, 0.1], [-0.1, 0.1, 0.2], [0.2, 0.0, 0.0], [-0.1, 0.0, 0.1], [0.3, -0.1, -0.8], [-0.6, 0.0, 0.1], [0.6, 0.0, -0.4], [0.5, -0.7, 0.9], [-0.3, 0.2, -0.5], [-0.3, 0.3, 0.4], [-0.1, 0.2, 0.0], [-0.1, 0.2, 0.1], [0.1, -0.1, 0.2], [-0.2, 0.0, 0.0]]}